# C32H46N9PSiV

C32H46N9PSiV as an isolated structure (wB97M-V/def2-TZVPD, OMol25).

Each line ends with the Mulliken spin population.
Atoms and positions in Å:
V: -0.875352 0.119475 0.907930  1.957
P: -0.009705 1.929914 -0.530775  -0.033
Si: 0.305982 -2.195956 -1.025024  -0.055
N: -3.921483 4.968836 0.833824  -0.003
N: 1.595607 3.646729 -1.999962  0.001
N: -2.338969 1.062861 0.590533  -0.119
N: 0.761373 -1.320108 1.649303  -0.092
N: -0.491775 1.549085 2.937676  0.021
N: -0.190603 4.704225 -0.741310  0.003
N: -6.664267 1.613444 -0.540818  -0.004
N: -0.711367 3.434612 -2.746034  0.002
N: -2.354005 -0.937982 2.329869  0.025
C: -4.184042 3.875239 0.583908  0.011
C: 2.974251 -0.456090 2.591919  0.008
C: 0.823630 -2.539471 0.787087  0.016
C: -0.151023 -3.798817 -1.893752  0.000
C: -5.655884 2.018295 -0.163726  0.016
C: 4.109895 -1.513547 -2.573643  0.000
C: 1.918004 -2.523708 3.551860  0.001
C: 3.061086 -1.909354 -1.757543  0.001
C: -0.009831 -5.253311 -3.825065  0.000
C: 0.374421 -4.103037 -3.151341  0.000
C: -1.705587 1.881849 3.716973  0.015
C: -1.063813 4.577304 -1.906080  0.000
C: 3.870531 -0.676860 -3.655994  0.000
C: -1.196538 -1.104522 -0.751341  -0.066
C: 0.689090 -1.743203 3.067640  0.047
C: -3.329514 1.686610 0.439679  0.156
C: 1.754227 -1.473951 -1.990814  0.008
C: -0.997716 2.168458 -2.106920  0.013
C: -4.398171 2.500463 0.287802  -0.024
C: 1.669782 2.427328 -1.221479  0.010
C: 3.229290 -1.882500 3.064099  0.001
C: 0.691399 3.530016 -3.142355  -0.001
C: 1.967468 -0.441470 1.440356  0.055
C: -2.390854 0.639761 4.279867  0.004
C: -0.925721 -6.121489 -3.250919  -0.001
C: -3.197683 -0.168182 3.270201  0.008
C: -0.385151 3.624344 0.201311  0.015
C: 1.191531 4.796315 -1.196978  0.000
C: -1.459425 -5.835147 -2.001757  0.001
C: 2.577618 -0.247000 -3.915927  -0.001
C: -1.075744 -4.683378 -1.334262  0.002
C: 1.534632 -0.643579 -3.090843  0.003
H: 3.973469 -1.885119 3.859160  0.001
H: -2.968955 -1.414670 1.675497  0.009
H: 2.470017 -0.762216 0.529712  -0.020
H: 2.065832 1.619697 -1.833701  0.003
H: 0.270797 3.797783 1.061465  0.001
H: -1.647658 -0.003130 4.765618  -0.001
H: 1.880801 -2.552268 4.641557  0.000
H: 0.211154 1.194053 3.578340  0.004
H: -3.082452 0.967478 5.056590  -0.001
H: -2.393446 2.420628 3.062709  -0.003
H: 0.541694 -0.860184 3.690644  -0.006
H: -2.177782 -6.509075 -1.552585  0.000
H: -0.757609 1.360832 -2.799579  0.003
H: -3.829696 0.507897 2.694716  -0.004
H: -1.421081 3.640956 0.547338  0.000
H: -1.508395 -4.469749 -0.360676  0.000
H: 1.285849 5.692568 -1.810983  0.000
H: -3.857899 -0.845771 3.816064  0.000
H: -2.060725 2.103741 -1.868416  -0.004
H: 3.648993 -2.456684 2.234742  0.000
H: -2.041989 -1.770248 -0.530004  0.022
H: 5.113065 -1.868341 -2.375075  0.000
H: -0.180359 -2.388727 3.192010  -0.003
H: 1.852018 -3.556373 3.210338  0.000
H: 1.857251 4.885443 -0.335995  0.000
H: 0.407734 -5.471157 -4.799768  0.000
H: -2.099325 4.477441 -1.574747  0.000
H: 0.106112 -3.265099 1.182706  -0.005
H: 4.681585 -0.378647 -4.306780  0.000
H: 3.267201 -2.585087 -0.932774  0.000
H: 3.900119 0.001984 2.242942  0.000
H: -0.109352 2.412325 2.563858  0.003
H: 0.956933 2.643559 -3.722271  0.000
H: -1.472600 -0.568282 -1.664098  0.014
H: 1.806714 -3.016359 0.860077  -0.002
H: -1.456954 2.547155 4.547175  0.000
H: 2.351504 2.581028 -0.379425  -0.001
H: 0.522030 -0.326635 -3.318363  0.000
H: -1.886195 -1.667075 2.857461  0.007
H: 2.384586 0.394774 -4.767389  0.000
H: 1.093227 -3.433105 -3.608815  0.000
H: 1.648789 0.593345 1.275017  -0.020
H: -0.968517 5.485229 -2.502590  0.000
H: -1.225753 -7.019311 -3.775171  0.000
H: 2.616195 0.151362 3.428528  0.000
H: 0.817476 4.411530 -3.772234  0.000

Cartesian forces (eV/Å) of the 3 atoms listed first:
V 2.3 -2.6 1.5
P 0.4 1.0 -0.7
Si -0.3 -0.1 0.1

energy above the lowest of the compared OMol25 structures with the same formula, charge and spin: 73.9 kJ/mol
F_max: 4.5 eV Å⁻¹
HOMO energy (spin up / spin down): -10.95 / -10.97 eV
spin multiplicity: 3
net charge: +1
lowest unoccupied orbital energy (spin up / spin down): -3.707 / -3.042 eV
total energy: -90189.8453 eV



# C32H47ClF7N4O22P2S

A 7-piece molecular cluster, C32H47ClF7N4O22P2S overall (wB97M-V/def2-TZVPD, OMol25).

Each line ends with the Löwdin charge.
Atoms and positions in Å:
Cl: -1.699431 2.978855 0.218129  0.798
S: 4.327797 1.510206 -1.982548  0.682
P: 1.865816 0.877665 2.629966  0.635
P: -2.912490 -0.896361 -1.274787  0.865
F: -6.341380 -0.031857 -4.243759  0.080
F: 9.201736 0.027967 -2.554725  0.086
F: 7.053607 -2.751334 -0.362423  0.080
F: 13.079691 -2.743717 -1.901717  0.075
F: -3.526284 1.483774 -0.738009  -0.066
F: -11.766383 2.666385 -1.452455  0.080
F: -4.245189 5.444258 7.430916  0.079
O: 2.334018 -0.702442 2.359460  -0.146
O: 9.881495 -1.781396 -3.710614  0.110
O: 14.388569 0.032800 -5.093025  0.176
O: -1.957452 3.500438 9.092494  0.084
O: 2.773084 -2.869042 -1.495036  0.154
O: 4.011433 -4.337421 -0.313103  0.088
O: 1.135364 1.128605 4.150088  -0.157
O: 14.325950 -2.221555 -5.055340  0.077
O: 7.869999 -2.610954 -4.293883  0.083
O: 9.741581 -3.789262 -4.729713  0.180
O: -6.078282 -0.876841 -2.169704  0.058
O: -6.644814 -1.551856 -0.092624  0.156
O: -3.783465 3.270366 7.797628  0.124
O: -0.595914 -0.232265 1.516641  -0.116
O: -11.239406 -1.141109 -3.653385  0.171
O: 13.500622 -1.045572 -3.320336  0.140
O: -11.097439 0.866169 -2.629020  0.122
O: -13.109517 0.021905 -3.177746  0.089
O: 3.139396 1.722138 2.669944  -0.316
O: -2.582869 1.452467 8.388803  0.161
O: -8.229403 -1.316521 -1.679280  0.102
O: 4.917728 -2.390240 -0.979758  0.123
N: -1.324818 0.746587 -4.135728  0.098
N: -2.105830 -0.637636 3.247177  0.115
N: -2.056683 -2.202047 -0.983123  -0.197
N: -2.562443 0.556083 -0.310452  -0.248
C: -8.199071 -0.784170 -3.004255  -0.058
C: 9.212681 -2.821002 -4.285425  -0.538
C: 2.319401 0.109139 -0.734284  -0.268
C: -6.960853 -1.273688 -1.208943  -0.548
C: -0.582974 0.740880 -3.065762  -0.238
C: -12.031970 1.928244 -2.557051  -0.316
C: -1.893178 1.116543 5.141714  -0.026
C: 3.805224 -3.173191 -0.978880  -0.531
C: 0.877686 -0.400117 -0.360010  -0.109
C: -2.962020 0.250514 1.140392  -0.210
C: -0.835522 1.745003 -1.907303  -0.173
C: -1.756080 0.297392 2.167805  -0.336
C: 13.968917 -3.158972 -4.043578  -0.059
C: 8.953308 -0.711656 -3.661439  -0.306
C: -13.342434 1.213451 -2.430829  -0.055
C: 7.635092 -1.414947 -3.556249  -0.059
C: 5.394987 -4.377706 0.030781  -0.050
C: 5.765801 -2.926187 0.020511  -0.307
C: -3.838909 4.562208 8.375986  -0.316
C: -6.772465 -1.002870 -3.401645  -0.303
C: -1.227023 1.268130 -0.454732  -0.455
C: -3.904431 -0.637906 4.937255  -0.021
C: -4.241757 1.089156 1.615139  -0.006
C: 13.012625 -2.368696 -3.205330  -0.319
C: -2.552456 -0.051370 4.328470  -0.302
C: 2.465155 1.291679 -1.765628  -0.519
C: -11.767331 -0.177156 -3.194851  -0.529
C: -2.416745 4.812026 8.775822  -0.057
C: -2.755909 2.630122 8.422062  -0.549
C: 14.101802 -0.980888 -4.541306  -0.541
C: 0.832617 1.665529 1.239794  -0.152
C: -0.054908 0.632127 0.450460  -0.371
H: -1.615090 1.366663 2.493021  0.125
H: -6.571004 -1.984462 -3.838122  0.182
H: -1.357534 -1.949319 -0.272496  -0.023
H: -13.580698 0.953279 -1.396549  0.151
H: -2.064010 1.458569 -4.051281  0.053
H: -4.668702 -0.833228 4.139583  0.079
H: 2.121533 2.301692 -1.413215  0.057
H: -3.332569 -0.825869 1.156911  0.148
H: 0.714907 0.302691 4.455669  0.058
H: 4.668938 2.785986 -1.587910  -0.133
H: 2.121386 1.049700 -2.816325  0.063
H: -2.905474 -0.555556 -2.659473  0.034
H: 1.071305 -1.298034 0.312106  0.125
H: -4.282197 -1.238115 -0.981275  0.048
H: 1.529910 2.287875 0.621560  0.103
H: 5.939381 -4.955664 -0.720175  0.152
H: 1.648322 -1.271527 2.773960  0.087
H: 9.063097 -0.088924 -4.553132  0.180
H: 0.313307 -0.898557 -1.210061  0.098
H: 5.589614 -2.408253 0.966981  0.181
H: 11.977062 -2.408169 -3.547483  0.144
H: -3.613553 -1.655266 5.357185  0.104
H: 7.375095 -1.668868 -2.525979  0.125
H: 2.849026 -0.786954 -1.219080  0.091
H: -14.171187 1.783837 -2.849151  0.147
H: -1.816491 5.219818 7.958563  0.149
H: -5.169263 0.794241 1.035178  0.096
H: -1.393673 1.901018 4.496663  0.079
H: -11.944355 2.555101 -3.448319  0.178
H: 13.509742 -4.048106 -4.475204  0.143
H: -4.547787 4.561389 9.207926  0.179
H: -8.898448 -1.306992 -3.654016  0.131
H: 14.863812 -3.457621 -3.491322  0.147
H: 5.544691 -4.840109 1.005880  0.147
H: 6.819100 -0.838665 -3.992183  0.143
H: -2.725123 1.656014 5.684908  0.072
H: 2.979281 0.365917 0.147795  0.089
H: 0.246228 2.411658 1.867101  0.080
H: -4.278548 -0.040997 5.810177  0.083
H: -8.470168 0.273906 -2.976012  0.145
H: -1.684233 2.413099 -2.264477  0.108
H: -1.199184 0.735402 5.953951  0.111
H: -4.062881 2.194895 1.625799  0.077
H: -2.335037 5.475542 9.636179  0.147
H: 0.027079 2.472370 -1.790614  0.119
H: 0.255772 -0.012792 -3.117255  0.115
H: -4.479035 0.802525 2.686358  0.085

Cartesian forces (eV/Å) of the 3 atoms listed first:
Cl 0.7 -0.8 0.3
S 0.1 0.2 -0.1
P 4.7 3.0 0.7

F_max: 5.6 eV Å⁻¹
HOMO energy: -11.13 eV
spin multiplicity: 1
net charge: +1
lowest unoccupied orbital energy: -3.816 eV
total energy: -145897.3108 eV